Record 1
Here is a single C3H4OS2 molecule at a distorted geometry from the Open Molecules 2025 dataset. Energies are from ωB97M-V with the def2-TZVPD basis set.

- E (Eh) = -988.213159
- M (g/mol) = 120.2
- lowest unoccupied orbital energy (Ha) = 0.00290
- HOMO energy (hartree) = -0.3015
- max |F| (eV/Å) = 5.452
- spin multiplicity = 1
- orbital gap (eV) = 8.283
- energy relative to the best compared isomer or geometry (same formula, charge and spin) (kcal/mol) = 74.7

Structure (XYZ):
```
10
C3H4OS2 (ωB97M-V with the def2-TZVPD basis set)
O 1.512 -1.092 0.534
C 1.592 0.053 0.122
S 1.179 0.354 -1.617
C -0.450 0.035 -1.004
C -0.634 0.403 0.319
S -1.833 -0.185 1.393
H 2.349 0.739 0.719
H -1.167 -0.693 -1.477
H 0.021 1.146 0.703
H -2.568 -0.761 0.307
```

Record 2
Here is 2 unconnected molecules or ions with the total composition C2H4N2O3 at a distorted geometry from the Open Molecules 2025 dataset. Energies are from ωB97M-V with the def2-TZVPD basis set.

- E (Eh) = -413.581675
- M (g/mol) = 104.1
- lowest unoccupied orbital energy (Ha) = 0.00809
- HOMO energy (hartree) = -0.3467
- max |F| (eV/Å) = 7.552
- spin multiplicity = 1
- orbital gap (eV) = 9.654
- energy relative to the best compared isomer or geometry (same formula, charge and spin) (kcal/mol) = 194.5

Structure (XYZ):
```
11
C2H4N2O3 (ωB97M-V with the def2-TZVPD basis set)
C 0.046 0.428 -0.151
C -0.131 -0.623 1.776
H -0.292 1.046 -3.172
H 0.689 -1.426 -1.065
H -0.843 -0.811 2.572
H 1.094 -0.478 1.874
N -0.308 1.360 -0.954
N 0.508 -0.874 -0.167
O 0.484 0.635 -2.171
O -0.427 -1.456 0.753
O -0.250 0.750 1.154
```

Record 3
Here is a molecular structure, C25H52Cl2P2PdSi2 at a distorted geometry from the Open Molecules 2025 dataset. Energies are from ωB97M-V with the def2-TZVPD basis set.

- E (Eh) = -3293.558194
- M (g/mol) = 648.1
- lowest unoccupied orbital energy (spin up / spin down) (Ha) = 0.02354 / -0.05079
- HOMO energy (spin up / spin down) (hartree) = -0.0855 / -0.2920
- max |F| (eV/Å) = 2.828
- spin multiplicity = 5
- <S²> = 6.022
- orbital gap (spin up / spin down) (eV) = 2.967 / 6.564
- energy relative to the best compared isomer or geometry (same formula, charge and spin) (kcal/mol) = 11.1

Structure (XYZ):
```
84
C25H52Cl2P2PdSi2 (ωB97M-V with the def2-TZVPD basis set)
Pd -0.016 -0.100 -0.282
C -1.328 -0.083 2.312
C -1.628 1.081 1.583
C -2.162 0.641 0.295
Si -1.352 2.833 2.247
C -2.221 -0.777 0.305
C -1.652 -1.232 1.573
Si -1.426 -2.994 2.242
H -0.960 -0.104 3.333
H -2.604 1.273 -0.464
H -2.732 -1.390 -0.407
Cl 0.973 0.186 -3.012
C -1.080 -2.925 4.078
C -2.874 -4.118 1.860
C -1.067 2.775 4.095
C -2.791 3.968 1.876
H -3.782 -3.773 2.369
H -2.670 -5.136 2.213
H -3.098 -4.181 0.785
H -0.182 -2.328 4.293
H -0.909 -3.934 4.475
H -1.919 -2.487 4.634
H -3.699 3.580 2.355
H -2.999 4.077 0.802
H -2.604 4.968 2.285
H -1.953 2.408 4.625
H -0.842 3.779 4.476
H -0.221 2.119 4.353
C 0.139 -3.476 1.296
C 0.240 3.281 1.326
P 0.380 -2.566 -0.279
H 0.179 -4.561 1.142
H 0.974 -3.189 1.957
P 0.435 2.514 -0.317
H 1.069 2.927 1.946
H 0.317 4.377 1.251
C 2.035 3.261 -0.971
C -0.863 3.432 -1.285
C -0.887 -3.425 -1.340
C 2.007 -3.156 -0.956
C 3.031 -2.031 -0.888
H 1.768 -3.328 -2.016
C 2.549 -4.448 -0.351
H 2.801 -4.334 0.712
H 3.476 -4.703 -0.886
H 1.868 -5.299 -0.460
H 2.651 -1.158 -1.426
H 3.956 -2.356 -1.376
H 3.259 -1.748 0.148
H -1.852 -3.195 -0.835
C -0.777 -4.957 -1.442
C -0.890 -2.789 -2.729
H -0.825 -5.484 -0.478
H 0.141 -5.269 -1.965
H -1.632 -5.319 -2.041
H -0.947 -1.696 -2.693
H -1.755 -3.166 -3.300
H 0.024 -3.050 -3.278
H -1.809 3.157 -0.770
C -0.940 2.931 -2.731
C -0.755 4.968 -1.286
H -0.788 5.426 -0.287
H -1.617 5.371 -1.849
H 0.157 5.315 -1.800
H -1.019 1.839 -2.784
H -0.044 3.228 -3.295
H -1.822 3.374 -3.228
C 3.124 2.203 -1.012
C 2.526 4.529 -0.272
H 1.760 3.515 -2.005
H 2.762 4.354 0.790
H 1.827 5.368 -0.335
H 3.455 4.843 -0.766
H 3.492 1.957 -0.008
H 3.968 2.580 -1.599
H 2.751 1.310 -1.507
C 0.880 -0.012 -4.773
H -0.164 -0.023 -5.176
H 1.434 0.918 -5.069
H 1.435 -0.946 -5.052
Cl 1.903 -1.132 2.431
C 1.326 0.183 1.410
H 2.221 0.678 1.048
H 0.860 0.851 2.159
```